Run A
Computed, not measured: a 3-piece molecular cluster, C2H11NO2 overall, with ωB97M-V with the def2-TZVPD basis set.

Each line ends with the Löwdin charge.
Element x y z (Å)
H1 -0.54 -0.79 -3.99  0.05
H2 -0.12 0.54 0.40  0.05
N1 0.60 0.41 1.11  -0.02
H3 -0.77 1.19 2.46  0.09
O1 1.33 1.48 -2.16  -0.07
O2 0.35 -0.48 -4.22  -0.05
H4 -0.95 -1.41 3.53  0.06
C1 -1.04 -0.92 2.56  -0.12
H5 1.36 0.72 -2.75  0.00
H6 0.59 0.35 3.23  0.09
H7 -0.80 -1.66 1.81  0.05
H8 0.46 -0.71 -5.15  0.04
H9 1.00 -0.51 0.92  0.05
H10 -2.10 -0.66 2.44  0.06
C2 -0.12 0.32 2.40  -0.33
H11 0.77 2.14 -2.59  0.03

Results
Kohn-Sham gap in eV: 9.57
Multiplicity: 1

Run B
Computed, not measured: a 3-piece molecular cluster, C2H11NO2 overall, with ωB97M-V with the def2-TZVPD basis set.

Each line ends with the Löwdin charge.
Element x y z (Å)
H1 -2.79 1.83 -0.46  0.06
C1 -1.15 0.57 0.20  -0.36
H2 2.19 -0.94 -0.55  0.00
H3 2.46 -2.64 0.16  0.04
H4 -1.50 -0.15 -0.54  0.10
H5 0.62 0.91 -0.93  0.04
O1 1.50 -2.80 0.25  -0.06
H6 -3.15 0.81 0.97  0.06
O2 2.74 -0.32 -1.05  -0.07
C2 -2.40 1.42 0.48  -0.12
H7 -0.87 -0.01 1.09  0.09
N1 0.02 1.34 -0.23  -0.01
H8 0.43 1.71 0.60  0.06
H9 1.51 -3.46 0.95  0.04
H10 -2.13 2.32 1.04  0.06
H11 2.53 -0.59 -1.97  0.06

Results
Kohn-Sham gap in eV: 9.16
Multiplicity: 1

Most stable = run A

Run A
Computed, not measured: one molecule with the formula C2H3ClO2S, with ωB97M-V with the def2-TZVPD basis set.

Each line ends with the Löwdin charge.
Element x y z (Å)
Cl1 -1.42 -1.26 1.12  0.66
S1 1.22 -1.00 0.14  0.70
H1 -0.11 1.55 -1.02  0.05
O1 2.11 -0.68 -0.93  -0.34
O2 1.22 -2.39 0.56  -0.38
C1 -0.66 1.15 -0.15  -0.13
H2 -0.21 1.72 0.77  0.10
H3 -1.71 1.43 -0.41  0.07
C2 -0.43 -0.51 -0.08  -0.73

Results
Kohn-Sham gap (spin up / spin down) in eV: 7.79 / 7.71
Multiplicity: 1

Run B
Computed, not measured: one molecule with the formula C2H3ClO2S, with ωB97M-V with the def2-TZVPD basis set.

Each line ends with the Löwdin charge.
Element x y z (Å)
C1 0.77 -0.15 0.49  -0.79
O1 -1.37 -1.82 -0.36  -0.31
S1 -0.55 -0.67 -0.68  0.66
H1 -0.25 1.92 -0.12  0.16
H2 -1.25 0.60 1.03  0.05
C2 -0.47 0.84 0.36  -0.17
Cl1 2.28 0.36 -0.14  0.66
H3 0.90 -0.65 1.43  0.07
O2 -0.07 -0.45 -2.00  -0.33

Results
Kohn-Sham gap in eV: 10.37
Multiplicity: 1

Most stable = run B

Run A
Computed, not measured: C5H15N2O as an isolated structure, with ωB97M-V with the def2-TZVPD basis set.

Each line ends with the Löwdin charge.
Element x y z (Å)
O1 3.46 -0.29 0.93  -0.10
H1 1.85 -1.47 0.05  0.10
C1 1.00 1.19 0.47  -0.27
N1 -0.12 1.73 -0.18  0.18
H2 -0.85 -1.76 0.24  0.12
H3 -0.45 -1.80 -1.64  0.11
H4 4.08 -0.98 1.38  0.15
H5 -1.11 0.71 -1.66  0.13
C2 -1.04 0.09 -0.74  -0.12
C3 1.81 0.43 -0.61  -0.18
H6 -1.67 0.36 0.15  0.12
C4 2.68 -0.78 -0.20  -0.21
H7 1.04 0.22 -1.35  0.08
C5 -0.68 -1.24 -0.73  0.10
H8 2.54 1.13 -1.06  0.14
N2 -4.43 -0.17 0.79  -0.01
H9 -4.18 -0.75 1.57  -0.01
H10 3.28 -1.14 -1.04  0.13
H11 0.93 0.50 1.35  0.18
H12 1.71 1.78 1.06  0.15
H13 -0.23 2.70 0.21  0.16
H14 -4.19 -0.73 0.02  -0.03
H15 -5.42 0.26 0.99  0.09

Results
Kohn-Sham gap in eV: 5.06
Charge: +1
Multiplicity: 1

Run B
Computed, not measured: a 2-piece molecular cluster, C5H15N2O overall, with ωB97M-V with the def2-TZVPD basis set.

Each line ends with the Löwdin charge.
Element x y z (Å)
C1 1.25 -1.23 -0.72  -0.13
C2 -2.59 -0.83 1.61  -0.08
H1 0.06 -0.75 1.96  0.19
C3 1.86 0.10 -1.21  -0.22
H2 2.66 -0.12 -1.91  0.13
H3 1.00 0.81 -2.91  0.09
N1 -1.68 0.21 1.12  -0.03
H4 -2.27 -1.86 1.36  0.08
H5 0.33 0.72 0.95  0.11
H6 2.34 0.60 -0.37  0.11
H7 1.18 -1.95 -1.54  0.13
H8 -1.89 0.54 0.18  0.11
H9 -0.56 -2.07 0.03  0.15
N2 0.88 0.98 -1.91  0.02
H10 1.00 2.49 -0.57  0.00
C4 -0.26 -0.21 1.05  -0.20
C5 -0.02 -1.12 -0.04  0.12
H11 -2.51 -0.80 2.71  0.10
H12 0.12 3.44 0.28  0.06
H13 -0.05 0.62 -1.71  0.06
H14 1.98 -1.68 -0.02  0.18
O1 0.79 2.75 0.34  -0.07
H15 -3.61 -0.64 1.32  0.10

Results
Kohn-Sham gap in eV: 6.79
Charge: +1
Multiplicity: 1

Most stable = run B